C19H18EuNO | ωB97M-V/def2-TZVPD

Geometry as XYZ:
```
40
Properties=species:S:1:pos:R:3
C 0.398 -1.645 1.743
C -0.919 -2.076 1.132
C -0.802 -2.509 -0.197
H -1.832 -1.851 1.666
C 0.630 -2.464 -0.576
C 1.328 -1.885 0.513
H 2.418 -1.774 0.624
H 0.788 -2.073 2.692
H -1.670 -2.544 -0.970
H 1.011 -2.513 -1.642
C -0.985 2.363 0.307
C -0.666 2.043 1.638
C 0.773 1.639 1.711
H -1.482 1.857 2.346
C 1.294 1.945 0.375
C 0.268 2.530 -0.435
H 0.327 2.709 -1.541
H -2.047 2.437 -0.115
H 1.587 1.704 2.458
H 2.375 1.899 0.121
Eu -0.221 0.001 -1.461
O -0.304 -0.127 -3.810
C -1.440 -0.902 -4.423
C -0.114 -0.937 -5.160
H -1.670 -1.775 -3.842
H -2.225 -0.323 -4.886
H 0.488 -1.848 -5.041
H 0.810 -1.946 -7.487
C 0.557 -0.873 -7.585
C 0.074 -0.197 -6.404
C -0.285 1.178 -6.547
H -0.647 1.721 -5.667
C -0.124 1.842 -7.775
H -0.378 2.908 -7.841
C 0.361 1.161 -8.910
H 0.476 1.684 -9.868
C 0.700 -0.211 -8.813
H 1.078 -0.759 -9.696
N -0.047 -0.260 3.641
C 0.117 -0.129 2.458
```

Computed properties:
Total energy, eV: -42850.436
E_HOMO (spin up / spin down), eV: -1.14 / -4.09
Net charge: -1
Relative energy (zero: lowest compared OMol25 entry of this formula, charge and spin), kcal per mole: 78.3
Spin multiplicity: 8
Frontier orbital gap (spin up / spin down), Ha: 0.1158 / 0.2223
Expectation value of S²: 15.80